# 1
{"formula": "C3H9NS", "method": "ωB97M-V with the def2-TZVPD basis set", "e_tot_ev": -15579.9369, "gap_ev": 9.8, "smiles": "C=N.CCS", "lumo_ev": 0.90, "relative_energy_kj_mol": 231.0, "homo_ev": -8.88, "species": ["H", "H", "S", "H", "H", "N", "H", "C", "H", "H", "H", "C", "H", "C"], "coordinates": [[-2.6189, 3.6877, -0.8747], [-0.7246, -1.7434, 0.8593], [1.5957, -3.1256, 1.9589], [-2.8488, 2.4190, -2.6515], [2.2861, -2.0680, -0.0147], [-1.8611, 2.6325, -2.5131], [-0.7967, 3.4879, -1.0029], [-1.8362, 3.0908, -1.3313], [0.2091, -0.4818, 1.6152], [2.2623, -0.9767, 1.3406], [-0.0861, -0.4778, -0.1629], [1.6580, -1.6573, 0.7490], [2.6009, -3.7202, 1.2925], [0.1603, -1.0671, 0.7356]], "atomic_forces_ev_per_a": [[-0.8237, -0.9931, 0.5923], [1.3061, -0.1276, -0.1527], [0.3240, 0.2823, -0.8635], [-0.2203, 0.1742, -0.9669], [-0.6198, 0.2921, -1.2358], [-0.8615, -1.3155, 1.0991], [-1.4590, -1.1185, -0.0250], [3.3690, 3.2437, -0.6916], [-0.4850, 1.0620, 0.6933], [0.0423, 0.4347, -0.4849], [0.4332, 0.1055, 0.4619], [-1.6976, -0.7260, 2.6153], [-0.1165, -0.2602, 0.4331], [0.8089, -1.0537, -1.4747]]}

=====

# 2
{"formula": "C3H9NS", "method": "ωB97M-V with the def2-TZVPD basis set", "e_tot_ev": -15569.5668, "s_squared": 0.870, "gap_ev": [5.2, 4.9], "total_charge": 1, "lumo_ev": [-9.23, -9.08], "relative_energy_kj_mol": 390.8, "homo_ev": [-14.47, -13.99], "multiplicity": 2, "species": ["C", "H", "C", "H", "H", "H", "C", "H", "N", "H", "H", "H", "S", "H"], "coordinates": [[0.2108, -0.2931, 0.1814], [0.8508, 0.4681, 2.0660], [-0.8530, 0.2506, -0.7581], [-0.2682, -1.2061, 0.5642], [-0.7286, 1.3087, -0.9669], [1.3901, -1.3036, -1.3988], [1.4785, -0.5179, -0.6596], [-1.8602, 0.0916, -0.1567], [0.3931, 0.7148, 1.1988], [-1.0347, -0.4493, -1.5718], [-0.4759, 1.1947, 1.3993], [2.2839, -0.5790, 0.0713], [-3.0558, -0.1196, 1.1829], [1.6692, 0.4399, -1.1519]], "atomic_forces_ev_per_a": [[-1.8402, 0.8933, 0.0222], [0.1642, -0.2726, -0.1649], [2.2204, -0.9928, -0.0182], [0.9159, -0.4418, 0.1524], [-0.5369, 0.0570, -0.1986], [0.1802, -0.2686, 0.2357], [-0.0570, 1.2017, 0.3314], [-1.9903, -0.0980, 1.4229], [-0.3294, -0.2424, 0.0320], [-0.3034, 0.3862, -0.2900], [0.1794, 0.2482, 0.1787], [0.1613, -0.7027, -0.2433], [1.1571, 0.3708, -1.2004], [0.0787, -0.1383, -0.2601]]}

=====

# 3
{"formula": "C3H9NS2", "method": "ωB97M-V with the def2-TZVPD basis set", "e_tot_ev": -26416.4718, "s_squared": 0.752, "gap_ev": [2.8, 8.2], "total_charge": -1, "lumo_ev": [3.45, 3.48], "relative_energy_kj_mol": 123.1, "homo_ev": [0.63, -4.69], "multiplicity": 2, "species": ["C", "C", "H", "H", "H", "H", "H", "H", "S", "N", "H", "H", "H", "S", "C"], "coordinates": [[0.2459, -0.7010, -0.9956], [-0.0979, 0.0830, 0.2518], [-1.7844, 0.1226, 1.5732], [1.6801, -0.5454, 1.1689], [0.9967, 0.7697, 1.8938], [-0.3814, 1.1337, 0.0648], [-0.6181, -1.1424, 1.9280], [0.4023, 2.7923, -1.6441], [0.0132, 1.8213, -2.5961], [1.1651, 0.3096, 1.0019], [-0.6377, -1.2517, -1.3159], [-1.7589, -1.3645, 0.5863], [0.8745, -1.5300, -0.6706], [1.0481, 0.1321, -2.3602], [-1.1474, -0.6292, 1.1138]], "atomic_forces_ev_per_a": [[-0.8210, -0.7372, 0.3988], [1.1500, 0.8246, 0.7702], [-0.2597, -0.0759, 0.0923], [-0.1176, -0.1440, 0.0623], [-0.0041, -0.1119, -0.2464], [-0.4966, -0.6086, -0.5293], [-0.2143, -0.0749, -0.1547], [0.0543, -0.3769, -0.2119], [-1.4202, 2.2006, -0.1430], [0.0102, 0.1785, 0.0069], [-0.3432, 0.3736, -0.4097], [-0.0358, 0.1771, -0.0837], [0.5652, 0.0092, -0.0466], [1.6848, -1.6329, 0.1517], [0.2479, -0.0014, 0.3431]]}

=====

# 4
{"formula": "C3H9NS2", "method": "ωB97M-V with the def2-TZVPD basis set", "e_tot_ev": -26415.3541, "gap_ev": 8.9, "smiles": "C=NC.CSS", "lumo_ev": 0.62, "relative_energy_kj_mol": 224.1, "homo_ev": -8.23, "species": ["S", "H", "H", "S", "H", "H", "H", "N", "C", "C", "H", "H", "C", "H", "H"], "coordinates": [[0.6718, -0.9589, -3.2405], [-1.5529, 1.2986, -0.5178], [1.9572, -2.1033, -0.4172], [-0.1262, -1.7212, -1.5653], [0.5217, -2.1771, 0.6843], [1.2974, -0.5453, 0.0376], [-0.5157, -0.2933, -3.6350], [0.1648, 1.4070, 0.7781], [1.0284, -1.6053, -0.0819], [-0.6319, 1.7809, -0.1601], [0.2677, 0.1584, 2.4910], [-1.3145, -0.0687, 1.7377], [-0.4748, 0.6778, 1.9023], [-0.9122, 1.3850, 2.6035], [-0.3808, 2.7653, -0.6168]], "atomic_forces_ev_per_a": [[-0.5718, 1.1879, -1.2156], [-0.0833, 0.0380, 0.7433], [-0.4792, -0.0617, 0.5125], [-0.9545, -1.2093, 1.9143], [-0.0385, 0.3562, 0.2563], [-0.4785, -0.4711, 0.7508], [1.4954, -0.4985, 0.5654], [-2.5348, 0.8652, 0.4831], [1.0772, 0.6394, -2.7915], [1.3131, 0.6993, 0.4355], [0.4066, -0.2203, -0.0472], [0.8376, 0.7535, -0.6202], [-0.3169, -1.4379, -0.1784], [0.1133, 0.4858, -0.2463], [0.2141, -1.1265, -0.5622]]}

=====

# 5
{"formula": "C3H9NS2", "method": "ωB97M-V with the def2-TZVPD basis set", "e_tot_ev": -26416.8316, "gap_ev": 8.8, "smiles": "CSSCCN", "lumo_ev": 0.58, "relative_energy_kj_mol": 81.5, "homo_ev": -8.18, "species": ["H", "H", "C", "C", "H", "C", "S", "H", "N", "H", "H", "H", "S", "H", "H"], "coordinates": [[1.5687, -1.3782, -0.5391], [2.9773, -0.5311, -0.9465], [1.1554, 0.6172, -1.1733], [-2.7742, -0.6514, 0.4317], [1.7248, 1.5101, -1.4102], [2.0367, -0.4051, -0.4123], [-0.8875, -0.7655, 0.5220], [-3.3857, -1.3799, -0.0907], [2.4114, 0.0262, 0.9554], [-2.9069, 0.3952, 0.1878], [0.9401, 0.0886, -2.1078], [2.1451, -0.7432, 1.5696], [-0.3893, 1.0426, -0.2867], [-3.0142, -0.8353, 1.4819], [1.7308, 0.7235, 1.2661]], "atomic_forces_ev_per_a": [[-0.2902, -0.1367, 0.7243], [0.0599, 0.2694, -0.4114], [0.3627, -1.5972, -0.1593], [1.2389, 0.0116, 1.4676], [-0.2720, 0.3743, 0.2390], [0.5121, 0.9893, -0.2055], [-1.1801, -0.8675, -0.1681], [0.6174, 0.0663, -0.8854], [-1.2194, -0.6977, 0.1531], [-0.6802, -0.1010, -0.1710], [-0.2908, 0.4152, -0.0789], [0.4904, -0.0267, 0.0933], [0.6402, 0.6879, -0.2803], [-0.2129, 0.4466, -0.0494], [0.2239, 0.1660, -0.2680]]}

=====

# 6
{"formula": "C3H9NSi", "method": "ωB97M-V with the def2-TZVPD basis set", "e_tot_ev": -12621.0279, "gap_ev": [8.6, 6.9], "lumo_ev": [0.03, 0.18], "relative_energy_kj_mol": 312.1, "homo_ev": [-8.62, -6.73], "species": ["N", "H", "H", "H", "H", "C", "Si", "C", "H", "H", "H", "H", "H", "C"], "coordinates": [[-1.7633, -0.3475, -1.2469], [-0.4372, 1.9955, 0.7599], [1.2161, -2.8933, 1.2630], [2.0337, 2.1714, -1.0344], [0.2547, -1.9173, 2.4797], [0.2717, -2.5163, 1.5939], [-0.1389, 0.0765, -0.8801], [0.2396, 1.6790, -0.0304], [-2.3514, 0.3016, -1.7473], [-0.6018, -3.0860, 1.3550], [-2.3085, -0.8606, -0.5757], [0.7391, -0.3722, -1.9446], [1.5287, 3.3366, 0.2774], [1.3175, 2.4327, -0.2697]], "atomic_forces_ev_per_a": [[-0.1549, 0.3223, -0.0226], [-0.0484, -0.0272, -0.0420], [0.3283, -0.0322, -0.2097], [0.1005, -0.0600, -0.1517], [-0.0237, 0.3129, 0.2296], [-0.0285, 0.2374, -0.2255], [-0.0879, -0.7613, 1.2451], [-0.0327, -0.0547, -0.3849], [-0.0707, 0.0011, -0.0735], [-0.3353, -0.1081, -0.1713], [0.0207, -0.0524, 0.0638], [0.4418, 0.2890, -0.3794], [0.0150, 0.1536, 0.1988], [-0.1240, -0.2203, -0.0769]]}

=====

# 7
{"formula": "C3H9NSi", "method": "ωB97M-V with the def2-TZVPD basis set", "e_tot_ev": -12623.4003, "gap_ev": 10.1, "smiles": "C=CC[SiH2]N", "lumo_ev": 0.95, "relative_energy_kj_mol": 83.2, "homo_ev": -9.14, "species": ["H", "H", "H", "H", "C", "H", "N", "H", "H", "H", "H", "Si", "C", "C"], "coordinates": [[2.4020, -2.5075, 0.2776], [-2.7113, 0.7313, -0.9612], [-1.2699, -0.9106, 0.2166], [1.3375, -0.4098, -1.6867], [-1.9233, 1.5571, -0.8404], [2.3606, 0.5998, 0.4919], [1.6653, -1.9125, 0.6460], [0.6717, -2.2156, 0.8977], [-0.1349, 2.0448, 0.1847], [-2.2186, 2.5682, -0.9034], [-0.3389, -0.2361, 1.4859], [1.4407, -0.3957, -0.0977], [-0.8379, 1.2715, -0.0985], [-0.4431, -0.1849, 0.3875]], "atomic_forces_ev_per_a": [[-0.8878, -0.5843, 0.5416], [1.2745, 1.4014, -0.2375], [0.9433, 0.2482, -0.6950], [0.6988, 0.1972, 1.4665], [-0.2987, -2.3728, 1.8816], [-0.1716, 0.2384, -0.2910], [-1.0111, -0.0760, 0.3228], [2.6269, -0.6017, -0.6737], [-0.0262, 0.2102, 0.0096], [-0.2648, 0.9495, -0.7965], [-0.1940, 0.6255, -0.0219], [-2.3926, -0.5131, -1.6653], [-0.6368, -2.0582, 0.1810], [0.3402, 2.3357, -0.0224]]}

=====

# 8
{"formula": "C3H9O", "method": "ωB97M-V with the def2-TZVPD basis set", "e_tot_ev": -5303.0542, "gap_ev": 6.8, "total_charge": -1, "lumo_ev": 4.35, "relative_energy_kj_mol": 81.2, "homo_ev": -2.41, "species": ["H", "O", "H", "H", "C", "H", "H", "H", "H", "H", "C", "C", "H"], "coordinates": [[1.1812, 1.3332, -1.2612], [-2.3664, 0.7436, 0.7190], [1.5943, -0.9738, 1.0596], [-3.0431, 1.1339, 1.3670], [0.9675, -1.3364, 0.1931], [-0.8735, -0.2777, 0.4173], [0.9896, 1.2383, 0.4456], [0.4603, -2.3110, 0.5311], [1.7721, -1.5683, -0.6284], [-0.3716, 1.9564, -0.6871], [0.4165, 1.1586, -0.5122], [-0.0930, -0.2798, -0.3778], [-0.6340, -0.8171, -1.2660]], "atomic_forces_ev_per_a": [[0.2934, -0.3264, -0.5987], [-1.8446, 1.0197, 1.6376], [-0.8960, -0.0550, -0.6648], [1.3750, -0.8266, -1.3752], [1.0163, -0.1131, -1.3111], [0.1475, 0.5154, -0.7173], [-0.7358, 0.8606, -0.4512], [0.6981, 1.4208, -0.6766], [-1.3283, 0.0223, 1.3391], [0.7281, -1.2963, 0.8032], [0.1042, -0.0944, 0.4719], [-0.6877, -2.4888, 0.3878], [1.1297, 1.3618, 1.1555]]}

=====

# 9
{"formula": "C3H9O", "method": "ωB97M-V with the def2-TZVPD basis set", "e_tot_ev": -5303.0113, "gap_ev": 6.7, "total_charge": -1, "lumo_ev": 4.55, "relative_energy_kj_mol": 85.3, "homo_ev": -2.17, "species": ["C", "H", "H", "C", "C", "H", "H", "H", "H", "H", "H", "H", "O"], "coordinates": [[-0.8544, -1.0708, 2.4859], [-0.7241, -0.1221, -1.8674], [0.3532, 2.1636, -1.7997], [0.8822, 1.2186, -1.9298], [0.0915, 0.1807, -1.1549], [0.9886, 1.0813, -3.0278], [-0.1373, -1.5652, 3.2167], [-1.3480, -0.3305, 2.9697], [1.9375, 1.0741, -1.4773], [0.7595, -0.7631, -1.2774], [-0.0575, -0.6592, 1.8437], [-1.5553, -1.7447, 2.0038], [-0.3358, 0.5374, 0.0144]], "atomic_forces_ev_per_a": [[3.7358, -2.4132, -0.1945], [-0.5198, -0.0506, -0.1526], [0.6317, 0.3682, 0.3686], [2.0100, -0.0396, 0.0787], [-0.4296, -1.7734, -2.2962], [-0.1608, -0.4357, 0.4021], [-1.4287, -0.1722, -0.1954], [-1.4895, 2.4115, 1.3914], [-1.3555, 1.4063, -0.6650], [-0.1917, 0.2145, 0.6729], [-1.2521, 0.2017, -0.6735], [0.3462, -0.1388, -0.1537], [0.1040, 0.4212, 1.4173]]}

=====

# 10
{"formula": "C3H9O", "method": "ωB97M-V with the def2-TZVPD basis set", "e_tot_ev": -5303.5401, "gap_ev": 6.6, "total_charge": -1, "lumo_ev": 4.55, "relative_energy_kj_mol": 34.3, "homo_ev": -2.01, "species": ["H", "H", "H", "C", "H", "H", "C", "O", "H", "H", "H", "H", "C"], "coordinates": [[1.8647, -2.6844, -0.5601], [-1.4602, 1.8201, 1.7313], [-1.1126, 1.9979, -0.7299], [1.9327, -1.5743, -0.7019], [-1.4601, 0.0333, 1.6168], [2.9861, -1.3113, -0.4208], [-1.0611, 0.9540, 1.1878], [0.9875, -0.8764, -0.0223], [0.0192, 0.9129, 1.3169], [-2.4419, 0.8347, -0.4994], [-0.7604, 0.2836, -0.8052], [1.8887, -1.4176, -1.8136], [-1.3826, 1.0275, -0.2995]], "atomic_forces_ev_per_a": [[0.1069, -0.0631, -0.0852], [-0.0757, -0.1173, 0.0684], [-0.1243, 0.0509, 0.1016], [-0.4655, 0.3561, 0.2581], [0.0095, 0.0625, 0.0450], [0.0837, -0.0736, -0.0493], [0.0007, 0.2293, -0.0486], [0.2236, -0.1310, -0.1038], [0.0148, -0.0811, -0.0295], [0.0052, 0.0870, -0.0401], [-0.0784, -0.1035, 0.1008], [0.1182, -0.1210, -0.0522], [0.1815, -0.0953, -0.1653]]}

=====

# 11
{"formula": "C3H9O", "method": "ωB97M-V with the def2-TZVPD basis set", "e_tot_ev": -5303.1833, "gap_ev": 6.8, "total_charge": -1, "lumo_ev": 4.24, "relative_energy_kj_mol": 68.7, "homo_ev": -2.58, "species": ["C", "H", "H", "C", "H", "H", "H", "H", "H", "C", "H", "H", "O"], "coordinates": [[-1.8173, 1.2915, 0.3386], [-2.7052, 1.5602, -0.2422], [-1.3986, 2.2101, 0.6840], [0.4306, 0.1075, 0.6088], [1.1201, -0.7513, 0.0972], [-0.2445, 1.0127, -1.2315], [1.2185, 0.8043, 0.9076], [2.3979, -2.5420, -0.5949], [-1.9734, 0.8308, 1.3058], [-0.6860, 0.5119, -0.3810], [-1.0391, -0.4942, -0.6738], [0.0463, -0.4240, 1.5146], [1.8779, -1.7305, -0.6569]], "atomic_forces_ev_per_a": [[1.0448, 0.0482, -0.4564], [-0.1336, -0.4673, 0.1567], [0.4534, 1.1892, -0.0455], [0.9571, -1.5591, -0.3209], [-1.1356, 1.1030, 0.7704], [-0.1525, 0.2193, -0.3079], [-0.5154, 0.7126, 0.0384], [-0.0806, 0.0863, 0.0813], [-0.8279, -0.6522, -0.0656], [-0.0155, -1.0725, 1.7862], [-0.2026, 0.6045, -0.4445], [-0.0618, 0.5951, -0.4510], [0.6701, -0.8069, -0.7412]]}

=====

# 12
{"formula": "C3H9O", "method": "ωB97M-V with the def2-TZVPD basis set", "e_tot_ev": -5295.8400, "gap_ev": 10.9, "total_charge": 1, "lumo_ev": -6.08, "relative_energy_kj_mol": 11.5, "homo_ev": -17.01, "species": ["C", "C", "C", "H", "H", "H", "H", "H", "O", "H", "H", "H", "H"], "coordinates": [[-0.5871, -1.2504, -0.2283], [-0.0687, 0.0502, -0.5527], [1.3624, 0.2946, -0.7330], [-0.7419, 0.8281, -0.8534], [1.9342, -0.5516, -1.1066], [1.5620, 1.1678, -1.3480], [-1.3968, 1.8728, 1.3404], [-0.9039, -1.8377, -1.0987], [-0.7167, 1.1908, 1.3596], [-1.4952, -1.1556, 0.3666], [1.6987, 0.5350, 0.2904], [-0.6831, 0.8020, 2.2272], [0.0363, -1.9459, 0.3366]], "atomic_forces_ev_per_a": [[-0.9140, -0.9355, 1.3234], [0.9934, -0.3760, -0.6988], [-0.3889, 0.6031, 0.1466], [-0.3538, 0.0858, -0.1741], [-0.1694, -0.3274, 0.2975], [-0.0682, 0.1253, 0.0782], [-0.0357, 0.0040, 0.2123], [0.0683, 0.4498, -0.4789], [0.4137, -0.0029, -0.9049], [-0.2705, 0.1440, -0.2248], [0.2309, -0.0821, -0.0502], [-0.1330, -0.0924, 0.6982], [0.6271, 0.4043, -0.2245]]}